(1)
DFT (ωB97M-V with the def2-TZVPD basis set) results for a molecular structure, C36H51N5O2P2V at a distorted geometry.

Atoms and positions in Å:
V1 0.568 -0.805 0.817
C1 1.759 -1.399 3.559
N1 0.497 -0.898 2.981
C2 -0.613 -1.670 3.540
C3 0.416 0.525 3.250
C4 -0.187 1.050 4.375
C5 -0.149 2.417 4.630
C6 0.578 3.231 3.781
C7 1.208 2.712 2.659
C8 1.095 1.354 2.319
N2 1.599 0.727 1.200
C9 2.568 1.352 0.403
C10 2.437 2.663 -0.072
C11 3.435 3.276 -0.812
C12 4.602 2.594 -1.108
C13 4.743 1.286 -0.670
C14 3.747 0.653 0.060
N3 3.912 -0.702 0.496
C15 4.435 -1.583 -0.539
C16 4.740 -0.786 1.692
H1 1.712 -1.386 4.655
H2 1.952 -2.415 3.218
H3 2.576 -0.763 3.237
H4 -0.581 -1.700 4.636
H5 -1.559 -1.242 3.222
H6 -0.560 -2.690 3.166
H7 -0.710 0.404 5.069
H8 -0.662 2.826 5.490
H9 0.662 4.292 3.984
H10 1.782 3.377 2.034
H11 1.510 3.197 0.091
H12 3.289 4.287 -1.172
H13 5.388 3.068 -1.683
H14 5.650 0.741 -0.906
H15 5.511 -1.438 -0.724
H16 4.278 -2.614 -0.226
H17 3.895 -1.421 -1.469
H18 5.806 -0.618 1.468
H19 4.428 -0.031 2.413
H20 4.636 -1.778 2.137
C17 1.701 0.455 -2.639
P1 0.426 -0.381 -1.613
C18 -0.925 0.873 -1.787
N4 -0.824 1.708 -2.807
C19 -1.788 2.645 -2.961
C20 -1.710 3.560 -4.030
C21 -2.698 4.492 -4.205
C22 -3.793 4.549 -3.322
C23 -3.890 3.677 -2.271
C24 -2.888 2.708 -2.068
N5 -2.962 1.864 -1.013
C25 -1.997 0.978 -0.863
P2 -2.044 -0.047 0.669
C26 -2.356 1.343 1.840
C27 -3.765 -0.875 0.642
C28 -4.891 0.065 1.070
C29 -3.659 -2.058 1.617
C30 -4.095 -1.419 -0.753
C31 -0.099 -1.704 -2.872
C32 -0.786 -1.124 -4.108
C33 -1.073 -2.657 -2.185
C34 1.161 -2.478 -3.262
H21 1.376 0.484 -3.675
H22 2.649 -0.069 -2.552
H23 1.829 1.475 -2.300
H24 -0.857 3.499 -4.694
H25 -2.641 5.189 -5.031
H26 -4.561 5.297 -3.474
H27 -4.719 3.719 -1.577
H28 -3.150 1.966 1.435
H29 -1.452 1.942 1.942
H30 -2.638 0.967 2.822
H31 -4.790 0.392 2.104
H32 -5.839 -0.473 0.987
H33 -4.935 0.939 0.420
H34 -3.631 -1.714 2.654
H35 -2.756 -2.641 1.419
H36 -4.526 -2.713 1.507
H37 -3.956 -0.665 -1.530
H38 -5.142 -1.730 -0.774
H39 -3.491 -2.293 -0.988
H40 -1.760 -0.702 -3.850
H41 -0.949 -1.925 -4.834
H42 -0.207 -0.339 -4.595
H43 -1.893 -2.089 -1.751
H44 -0.595 -3.211 -1.381
H45 -1.487 -3.366 -2.908
H46 1.854 -1.872 -3.845
H47 0.884 -3.345 -3.868
H48 1.674 -2.840 -2.368
C35 1.494 -4.971 0.976
O1 1.909 -3.595 0.946
C36 0.939 -2.662 0.803
O2 -0.265 -2.977 0.761
H49 2.283 -5.529 1.472
H50 1.364 -5.339 -0.043
H51 0.552 -5.072 1.512

Properties
spin multiplicity	2
gap between HOMO and LUMO (spin up / spin down)	5.64 / 4.86	eV
E_LUMO (spin up / spin down)	-0.6 / -0.6	eV
total charge	0

(2)
DFT (ωB97M-V with the def2-TZVPD basis set) results for C3H5NOS in the gas phase at a distorted geometry.

Atoms and positions in Å:
C1 -0.217 -0.647 0.227
C2 1.021 0.443 0.195
C3 -1.788 -0.312 0.456
N1 -2.816 -0.096 -0.031
O1 -3.943 0.207 -0.051
S1 3.106 0.171 -0.075
H1 -0.327 -0.880 -0.811
H2 0.127 -1.372 0.992
H3 0.925 1.149 -0.690
H4 0.850 0.962 1.094
H5 3.064 0.376 -1.306

Properties
spin multiplicity	1
gap between HOMO and LUMO	9.50	eV
E_LUMO	-0.1	eV
SMILES	[O-][N+]#CCCS
total charge	0
energy relative to the best compared isomer or geometry (same formula, charge and spin)	136.3	kcal per mole

(3)
DFT (ωB97M-V with the def2-TZVPD basis set) results for 2 unconnected molecules or ions with the total composition C8H12N4S at a distorted geometry.

Atoms and positions in Å:
C1 -2.965 -0.507 -1.385
C2 -3.673 -0.360 -0.200
C3 -1.541 -0.317 -1.279
C4 -3.080 0.175 0.892
C5 -0.972 0.099 -0.114
C6 1.802 -0.291 1.192
C7 2.857 -0.430 0.091
C8 1.176 1.439 -0.017
N1 -1.749 0.371 0.948
N2 0.978 0.677 1.042
N3 3.123 -1.948 -0.196
N4 0.626 2.635 -0.135
S1 2.365 0.753 -1.183
H1 -3.539 -0.781 -2.212
H2 -4.649 -0.611 -0.268
H3 -0.801 -0.461 -2.157
H4 -3.790 0.309 1.661
H5 1.598 -1.059 1.927
H6 3.683 0.051 0.555
H7 4.016 -1.970 -0.689
H8 2.340 -2.341 -0.746
H9 3.010 -2.494 0.633
H10 -1.453 0.682 1.858
H11 0.797 3.437 -0.667
H12 -0.157 2.941 0.449

Properties
spin multiplicity	1
gap between HOMO and LUMO (spin up / spin down)	7.80 / 6.40	eV
E_LUMO (spin up / spin down)	-7.8 / -8.0	eV
total charge	+2
energy relative to the best compared isomer or geometry (same formula, charge and spin)	63.6	kcal per mole

(4)
DFT (ωB97M-V with the def2-TZVPD basis set) results for 2 unconnected molecules or ions with the total composition C5H9BrSi at a distorted geometry.

Atoms and positions in Å:
C1 -2.202 -1.252 -1.305
C2 2.574 1.169 -0.003
C3 -1.108 -0.520 -1.306
C4 1.707 0.178 -0.422
C5 -0.281 -0.415 2.046
Si1 -0.054 -0.062 0.224
Br1 -1.175 2.660 -1.204
H1 -2.843 -1.430 -2.151
H2 -2.640 -1.500 -0.313
H3 3.485 1.362 -0.513
H4 2.414 1.848 0.808
H5 -0.951 0.144 -2.103
H6 1.973 -0.464 -1.181
H7 -0.323 -1.546 2.126
H8 0.550 -0.216 2.676
H9 -1.126 0.043 2.619

Properties
spin multiplicity	1
gap between HOMO and LUMO	7.13	eV
E_LUMO	-1.1	eV
total charge	0
energy relative to the best compared isomer or geometry (same formula, charge and spin)	51.7	kcal per mole

(5)
DFT (ωB97M-V with the def2-TZVPD basis set) results for C3H2N2O3 in the gas phase at a distorted geometry.

Atoms and positions in Å:
C1 1.424 0.057 -0.236
C2 -0.088 -0.075 -0.018
C3 -1.080 1.004 0.159
H1 1.417 -1.668 0.290
H2 -0.609 2.006 0.683
N1 -2.306 0.555 -0.007
N2 -0.763 -1.141 -0.344
O1 2.172 -1.100 0.206
O2 2.004 1.138 -0.446
O3 -2.170 -0.778 -0.287

Properties
spin multiplicity	1
gap between HOMO and LUMO	10.91	eV
E_LUMO	-0.8	eV
SMILES	O=C(O)c1cnon1
total charge	0
energy relative to the best compared isomer or geometry (same formula, charge and spin)	107.7	kcal per mole

(6)
DFT (ωB97M-V with the def2-TZVPD basis set) results for a molecular structure, C6H10LuNO2S2 at a distorted geometry.

Atoms and positions in Å:
Lu1 0.088 1.552 -1.051
C1 1.482 -2.948 -0.824
C2 0.723 -1.629 -0.795
S1 1.846 -0.222 -0.759
C3 -0.619 -1.610 -0.802
C4 -1.427 -2.884 -0.850
S2 -1.723 -0.185 -0.781
H1 2.558 -2.788 -0.833
H2 1.235 -3.538 -1.710
H3 1.251 -3.560 0.052
H4 -0.804 -3.776 -0.842
H5 -2.048 -2.913 -1.749
H6 -2.111 -2.940 0.001
N1 0.050 1.842 1.380
C5 -0.457 3.219 1.554
C6 0.257 4.056 0.521
O1 0.915 5.020 0.786
O2 0.128 3.532 -0.725
H7 -0.512 1.142 1.843
H8 0.994 1.750 1.735
H9 -0.305 3.679 2.527
H10 -1.520 3.201 1.320

Properties
spin multiplicity	1
gap between HOMO and LUMO	7.00	eV
E_LUMO	-0.5	eV
total charge	0
energy relative to the best compared isomer or geometry (same formula, charge and spin)	0.0	kcal per mole